No. 1
{
  "formula": "C44H63N7O4Ti",
  "method": "ωB97M-V with the def2-TZVPD basis set",
  "elements": ["Ti", "O", "C", "O", "C", "C", "C", "C", "C", "N", "C", "O", "O", "H", "H", "H", "H", "C", "C", "C", "C", "C", "C", "C", "C", "C", "C", "C", "C", "C", "C", "C", "C", "C", "H", "H", "H", "H", "H", "H", "H", "H", "H", "H", "H", "H", "H", "H", "H", "H", "H", "H", "H", "H", "H", "H", "H", "H", "H", "H", "H", "H", "H", "C", "N", "C", "C", "N", "C", "C", "C", "C", "C", "C", "C", "C", "C", "N", "C", "N", "C", "C", "N", "C", "C", "C", "N", "C", "C", "H", "H", "H", "H", "H", "H", "H", "H", "H", "H", "H", "H", "H", "H", "H", "H", "H", "H", "H", "H", "H", "H", "H", "H", "H", "H", "H", "H", "H", "H"],
  "positions_angstrom": [[0.45242, -0.70057, 1.12395], [4.48542, -0.18252, 1.89095], [3.15795, -0.34850, 2.06816], [2.47650, -0.89378, 1.13960], [2.43669, 0.01490, 3.23005], [2.80578, 0.61217, 4.45112], [1.86674, 0.68175, 5.45187], [0.59988, 0.08272, 5.28949], [0.29363, -0.44018, 4.05121], [1.14912, -0.38584, 3.03557], [-0.91357, -1.22328, 3.57646], [-1.86109, -1.50026, 4.27973], [-0.75420, -1.56885, 2.33881], [4.91796, 0.13476, 2.69588], [3.80122, 1.00727, 4.58540], [2.10629, 1.16754, 6.38360], [-0.10257, 0.02679, 6.10245], [1.13859, -1.95122, -1.49126], [0.30443, -1.63891, -2.53403], [-1.06302, -1.69804, -2.00604], [-0.98156, -2.07772, -0.68545], [0.40730, -2.32590, -0.27678], [0.78025, -3.70951, 0.35262], [1.12281, -3.68880, 1.85557], [1.99887, -4.31827, -0.36169], [-0.39262, -4.68551, 0.16787], [-2.39447, -1.51989, -2.72318], [-2.44413, -0.21384, -3.52983], [-3.54853, -1.41434, -1.72314], [-2.71757, -2.75230, -3.58293], [0.85575, -1.36376, -3.93916], [2.29136, -1.91598, -4.03257], [0.87654, 0.15055, -4.21656], [0.12157, -2.04186, -5.10536], [2.20903, -2.02065, -1.54412], [-1.81782, -2.34204, -0.06297], [1.89669, -2.95024, 2.08325], [1.50128, -4.67069, 2.13978], [0.23737, -3.49610, 2.46029], [2.88450, -3.70112, -0.22269], [1.80902, -4.44022, -1.42535], [2.20152, -5.30186, 0.06151], [-1.23801, -4.39806, 0.78887], [-0.08472, -5.68734, 0.46254], [-0.71053, -4.71520, -0.87152], [-2.02509, 0.59881, -2.93544], [-3.47624, 0.03458, -3.77516], [-1.90062, -0.27793, -4.46295], [-3.39608, -0.54163, -1.10108], [-3.61827, -2.30728, -1.10922], [-4.48840, -1.30999, -2.26519], [-1.88889, -3.06353, -4.20014], [-3.57146, -2.54399, -4.22482], [-2.97414, -3.58780, -2.93511], [2.98034, -1.37739, -3.39372], [2.64898, -1.84191, -5.05858], [2.30812, -2.96553, -3.74660], [1.11223, 0.69637, -3.30968], [-0.08544, 0.50238, -4.57261], [1.60532, 0.38014, -4.99123], [0.07844, -3.11762, -4.95857], [0.66831, -1.85514, -6.02997], [-0.87586, -1.65098, -5.25372], [-5.08723, -0.07576, 0.71273], [-3.72000, -0.31317, 1.14753], [-3.60298, -1.62108, 1.75534], [-2.80508, 0.66978, 1.12347], [-1.45927, 0.57428, 1.18670], [-0.95775, 1.50556, 2.12263], [-1.73455, 1.67721, 3.26835], [-1.46052, 2.62255, 4.25232], [-0.36308, 3.41891, 4.11007], [0.54659, 3.19294, 3.05509], [1.74054, 3.94298, 3.07954], [2.76572, 3.62829, 2.23883], [2.56608, 2.63292, 1.28784], [1.34423, 1.99044, 1.08640], [1.31414, 1.12070, -0.02495], [2.01372, 1.68129, -1.03678], [2.98678, 1.09089, -1.75533], [3.90043, 0.12289, -1.19168], [3.46086, 1.60627, -3.02853], [1.73037, 2.96831, -1.42361], [2.74649, 3.99299, -1.55344], [0.41015, 3.51009, -1.24319], [0.29237, 2.21367, 2.03863], [-3.36282, 1.92123, 0.93064], [-2.61112, 2.92567, 0.22516], [-4.33549, 2.47537, 1.84912], [-5.43928, -0.95821, 0.17791], [-5.14137, 0.78276, 0.04782], [-5.75494, 0.07771, 1.56414], [-3.97003, -2.38728, 1.07323], [-4.21828, -1.65694, 2.65693], [-2.57898, -1.84799, 2.02175], [-2.58558, 1.02706, 3.40908], [-2.11903, 2.71790, 5.10195], [-0.13841, 4.19463, 4.82266], [1.84015, 4.73280, 3.80466], [3.72074, 4.12893, 2.29547], [3.40089, 2.35227, 0.66046], [4.77110, 0.63201, -0.76539], [4.25574, -0.55060, -1.96707], [3.40497, -0.44903, -0.41498], [2.75910, 2.30935, -3.46561], [3.58158, 0.76692, -3.71413], [4.43810, 2.08403, -2.92403], [3.74613, 3.57469, -1.49454], [2.63587, 4.71018, -0.73276], [2.62492, 4.52274, -2.50123], [-0.31425, 2.71262, -1.38560], [0.24912, 4.27656, -2.00240], [0.26949, 3.96712, -0.25672], [-2.00238, 2.43582, -0.52984], [-1.97065, 3.51616, 0.89024], [-3.31414, 3.59761, -0.26928], [-4.72936, 1.71137, 2.51133], [-5.15295, 2.94059, 1.29449], [-3.85011, 3.23616, 2.47042]],
  "forces_ev_per_a": [[-0.292, 0.086, -1.566], [-0.541, -0.155, -0.106], [0.339, -0.175, -0.336], [0.972, 0.094, 0.647], [-0.460, -0.106, 0.445], [-0.041, -0.192, -0.446], [-0.175, -0.107, -0.049], [0.122, -0.149, -0.470], [-0.188, -0.187, 0.404], [0.919, 0.370, 0.177], [-0.234, 0.223, 1.358], [0.226, 0.084, -0.073], [-0.159, -0.687, -0.211], [-0.189, -0.040, -0.030], [0.093, 0.048, 0.096], [0.080, 0.004, 0.134], [-0.171, -0.022, 0.060], [-0.173, 0.136, -0.437], [0.781, -0.259, 0.137], [-0.462, -0.087, 0.729], [-0.141, -0.084, -0.227], [0.048, 0.099, 0.322], [0.062, -0.523, 0.178], [-0.116, -0.059, -0.042], [-0.187, 0.079, 0.100], [0.206, 0.116, 0.022], [-0.320, -0.006, 0.017], [0.077, -0.154, -0.010], [0.325, 0.038, -0.206], [0.161, 0.078, 0.026], [0.143, 0.149, -0.207], [-0.211, 0.103, 0.039], [-0.118, -0.160, -0.012], [0.001, 0.062, 0.201], [0.070, 0.021, -0.086], [-0.133, 0.109, -0.003], [-0.071, -0.160, 0.056], [0.072, -0.047, 0.002], [0.206, -0.058, -0.037], [0.140, 0.042, -0.024], [0.046, -0.001, -0.120], [0.046, -0.022, 0.028], [-0.139, 0.017, 0.031], [0.010, -0.100, 0.061], [-0.064, -0.041, -0.122], [0.010, 0.127, -0.005], [-0.060, -0.002, -0.009], [0.051, 0.069, -0.075], [-0.093, 0.039, 0.060], [-0.048, -0.054, 0.148], [-0.019, 0.019, -0.043], [0.044, -0.077, -0.127], [-0.109, 0.011, -0.077], [-0.033, -0.104, 0.063], [0.160, 0.073, 0.120], [0.029, 0.082, -0.035], [0.064, -0.099, 0.022], [0.066, 0.101, 0.011], [-0.097, 0.062, -0.004], [0.109, 0.062, -0.074], [-0.062, -0.162, -0.042], [0.085, 0.033, 0.008], [-0.139, -0.094, -0.022], [-0.334, 0.082, -0.288], [0.060, 0.224, 0.118], [0.417, -0.407, 0.298], [-0.207, 0.223, -0.338], [0.440, 0.098, -0.296], [-0.644, 0.562, 0.681], [0.308, -0.101, -0.375], [0.194, 0.347, -0.044], [-0.293, -0.189, 0.056], [-0.018, -0.047, -0.023], [0.208, -0.097, -0.115], [-0.111, 0.117, 0.118], [-0.313, -0.200, 0.042], [0.585, 0.751, 0.136], [-0.531, -0.051, -0.063], [-0.191, 0.193, -0.420], [-0.096, 0.074, 0.105], [0.043, -0.344, 0.449], [0.028, 0.050, -0.350], [-0.040, -0.229, 0.033], [0.103, 0.069, -0.057], [-0.295, -0.083, 0.016], [-0.080, 0.046, -0.138], [0.288, -0.148, 0.071], [0.116, 0.046, -0.172], [-0.151, 0.051, 0.017], [0.077, 0.004, 0.020], [-0.034, -0.093, 0.053], [0.048, 0.013, -0.026], [-0.059, 0.079, -0.139], [0.027, 0.020, 0.016], [-0.309, 0.061, -0.086], [-0.061, -0.060, -0.003], [-0.062, 0.040, 0.089], [0.069, 0.091, 0.164], [0.032, 0.065, 0.215], [0.060, 0.098, 0.035], [0.047, -0.044, -0.058], [0.016, -0.006, -0.037], [-0.026, -0.009, -0.087], [0.222, 0.095, -0.296], [0.016, -0.054, 0.032], [-0.012, 0.023, 0.044], [-0.024, 0.036, 0.068], [0.007, -0.008, -0.028], [-0.008, -0.021, -0.007], [0.120, 0.025, 0.032], [0.021, 0.070, 0.035], [-0.031, -0.007, -0.008], [0.009, -0.032, 0.017], [-0.030, 0.083, 0.066], [0.025, 0.023, -0.015], [0.003, 0.029, 0.004], [-0.054, -0.006, -0.003], [-0.073, -0.015, 0.089], [-0.014, 0.001, -0.016]],
  "spin_multiplicity": 2,
  "total_charge": 1,
  "homo_lumo_gap_ev": [5.72, 6.62]
}

No. 2
{
  "formula": "C44H64GeMgN3OP2SSeSi",
  "method": "ωB97M-V with the def2-TZVPD basis set",
  "elements": ["Mg", "C", "S", "C", "C", "C", "N", "P", "C", "C", "C", "C", "C", "C", "C", "C", "C", "C", "C", "C", "P", "C", "C", "C", "C", "C", "C", "C", "C", "C", "C", "C", "C", "H", "H", "H", "H", "H", "H", "H", "H", "H", "H", "H", "H", "H", "H", "H", "H", "H", "H", "H", "H", "H", "H", "H", "H", "H", "H", "H", "H", "H", "C", "N", "C", "C", "C", "N", "C", "C", "O", "H", "H", "H", "H", "H", "H", "H", "H", "H", "H", "H", "H", "C", "Si", "C", "C", "C", "C", "H", "H", "H", "H", "H", "H", "H", "H", "H", "C", "Ge", "C", "C", "C", "Se", "C", "H", "H", "H", "H", "H", "H", "H", "H", "H", "H", "H", "H", "H", "H"],
  "positions_angstrom": [[0.16357, 0.34891, 0.47326], [-4.21749, -7.00446, -2.48166], [-5.02918, -5.40627, -2.29301], [-3.71565, -4.54975, -1.39803], [-4.21251, -3.18340, -0.95311], [-3.22143, -2.43823, -0.07392], [-1.95086, -2.07398, -0.79315], [-1.81922, -0.37928, -1.22400], [-3.49478, 0.29499, -1.30691], [-4.35858, 0.02891, -2.36857], [-5.62777, 0.58591, -2.37769], [-6.03557, 1.41699, -1.33819], [-5.17360, 1.69816, -0.28804], [-3.90229, 1.14044, -0.27427], [-1.33629, -0.43909, -2.97456], [-1.38737, -1.60377, -3.73099], [-1.00697, -1.57420, -5.06725], [-0.57259, -0.38707, -5.64306], [-0.51279, 0.77671, -4.88408], [-0.88919, 0.75281, -3.54864], [-0.62239, -2.40132, 0.32544], [-0.77927, -4.20170, 0.57313], [-0.59847, -5.08723, -0.49109], [-0.76054, -6.44778, -0.29540], [-1.10405, -6.93630, 0.96389], [-1.28412, -6.06246, 2.02545], [-1.12003, -4.69453, 1.82795], [1.02170, -2.35112, -0.55713], [1.44975, -1.39741, -1.48857], [2.77446, -1.33709, -1.91471], [3.71244, -2.21295, -1.40058], [3.31966, -3.13685, -0.43902], [2.00004, -3.20262, -0.02160], [-4.91448, -7.66114, -2.99977], [-3.98377, -7.43302, -1.50666], [-3.30796, -6.91549, -3.07667], [-2.85073, -4.44223, -2.05421], [-3.42206, -5.16228, -0.53996], [-5.13901, -3.29549, -0.38295], [-4.45226, -2.58149, -1.83146], [-2.97493, -3.07588, 0.77616], [-3.70233, -1.55298, 0.34494], [-4.03746, -0.59539, -3.19357], [-6.29954, 0.37546, -3.20033], [-7.02711, 1.85332, -1.35460], [-5.48558, 2.35898, 0.51168], [-3.21228, 1.37941, 0.52783], [-1.72325, -2.52566, -3.27025], [-1.04887, -2.47957, -5.65948], [-0.27816, -0.36881, -6.68521], [-0.17067, 1.70140, -5.33298], [-0.82398, 1.65157, -2.94295], [-0.33377, -4.70691, -1.47108], [-0.62347, -7.13214, -1.12369], [-1.22928, -8.00170, 1.11371], [-1.55518, -6.44065, 3.00331], [-1.27177, -4.00849, 2.65413], [0.76531, -0.69795, -1.95184], [3.05576, -0.60421, -2.66061], [4.73990, -2.17767, -1.74116], [4.04482, -3.82422, -0.02028], [1.72808, -3.93759, 0.72541], [4.05866, 0.15961, 0.91180], [3.64503, -0.58952, 2.09289], [4.71712, -1.00026, 2.99574], [4.29629, -2.23471, 3.75934], [3.01535, -1.91977, 4.49574], [2.02452, -1.34362, 3.58612], [0.66942, -1.28417, 4.11647], [2.35292, -0.70841, 2.44013], [1.44675, -0.24214, 1.69919], [4.68437, -0.47194, 0.28051], [4.62529, 1.04158, 1.21367], [3.19909, 0.49264, 0.34686], [4.95540, -0.18308, 3.68473], [5.60046, -1.19144, 2.38895], [5.06962, -2.53410, 4.46535], [4.13382, -3.05772, 3.05920], [3.20440, -1.22208, 5.31684], [2.58061, -2.82246, 4.92455], [0.22705, -2.28163, 4.14951], [0.04881, -0.64614, 3.50277], [0.69889, -0.88181, 5.13081], [-2.80670, 5.28142, -0.24350], [-1.51190, 4.65536, -1.41977], [-2.31902, 3.99850, -2.96454], [-0.33093, 6.00700, -1.90044], [-0.62301, 3.27880, -0.57004], [-0.08647, 2.31727, -0.01417], [-3.28512, 6.18745, -0.63047], [-2.36414, 5.51797, 0.72852], [-3.58449, 4.52730, -0.08952], [-3.03103, 4.73419, -3.35559], [-2.86484, 3.07267, -2.77393], [-1.57990, 3.80803, -3.74984], [-0.70667, 6.54161, -2.77880], [0.65119, 5.59479, -2.14642], [-0.20308, 6.73170, -1.09415], [2.11209, 6.24567, 1.51820], [3.73166, 5.20773, 1.78887], [5.25629, 6.39959, 2.00190], [3.96057, 4.01108, 0.27051], [3.63442, 4.14835, 3.43531], [2.43782, 2.61128, 3.39652], [0.74821, 3.55128, 3.59833], [2.28304, 6.95774, 0.70790], [1.83548, 6.80618, 2.41404], [1.28850, 5.59134, 1.22776], [5.34340, 7.06876, 1.14272], [6.18576, 5.83499, 2.09530], [5.13025, 7.00965, 2.89851], [4.03197, 4.59417, -0.65103], [3.09082, 3.35447, 0.19981], [4.86865, 3.40906, 0.36537], [3.36522, 4.76812, 4.29168], [4.62320, 3.73609, 3.64296], [0.66288, 4.31738, 2.83519], [0.67636, 3.98260, 4.59347], [-0.04895, 2.82743, 3.44882]],
  "forces_ev_per_a": [[-0.038, 0.284, -0.092], [-0.029, 0.027, -0.036], [-0.008, -0.046, -0.010], [-0.088, -0.001, -0.003], [0.057, 0.027, -0.060], [0.005, -0.122, -0.246], [-0.023, 0.067, 0.399], [0.170, -0.774, -0.247], [0.102, 0.214, 0.248], [-0.023, 0.079, -0.020], [-0.014, 0.005, 0.030], [0.005, -0.046, -0.057], [0.024, 0.012, 0.005], [-0.017, 0.004, -0.021], [-0.059, 0.147, 0.027], [-0.031, -0.035, -0.059], [0.008, 0.027, 0.027], [-0.012, 0.002, 0.028], [-0.023, -0.036, 0.027], [0.059, -0.044, -0.021], [-0.009, 0.042, -0.157], [0.017, 0.051, -0.110], [0.029, -0.026, 0.066], [0.001, -0.026, 0.048], [0.022, 0.034, -0.053], [0.009, 0.046, -0.037], [-0.015, -0.053, 0.037], [-0.042, -0.023, 0.003], [-0.130, 0.031, -0.037], [-0.094, -0.062, 0.021], [-0.021, -0.098, -0.012], [0.004, 0.029, -0.048], [-0.052, 0.025, -0.009], [0.036, -0.002, 0.014], [-0.004, -0.004, -0.022], [-0.019, -0.008, 0.010], [0.070, -0.014, 0.039], [-0.020, 0.070, 0.001], [-0.006, -0.019, -0.007], [-0.036, 0.022, -0.001], [0.012, -0.010, 0.029], [0.039, 0.042, -0.018], [0.012, 0.005, 0.010], [0.017, 0.017, 0.023], [0.046, -0.020, -0.007], [0.019, -0.034, -0.030], [-0.014, 0.017, -0.016], [0.018, 0.019, -0.018], [-0.009, 0.015, 0.010], [-0.006, 0.000, 0.037], [-0.009, -0.029, 0.021], [-0.007, -0.035, -0.025], [0.010, 0.002, 0.016], [-0.002, 0.013, 0.027], [0.000, 0.037, -0.009], [0.015, 0.018, -0.034], [0.010, 0.005, -0.015], [-0.082, -0.063, -0.014], [-0.012, 0.001, 0.019], [-0.022, -0.013, 0.009], [-0.018, 0.002, -0.004], [-0.008, -0.015, -0.010], [0.043, 0.017, 0.233], [0.098, 0.013, -0.068], [-0.056, 0.058, -0.076], [-0.026, -0.020, -0.040], [-0.098, 0.043, -0.076], [-0.006, 0.016, 0.067], [0.134, -0.075, -0.005], [-0.010, 0.090, -0.021], [0.226, -0.092, 0.316], [-0.018, 0.044, 0.047], [0.006, 0.020, 0.048], [-0.063, -0.007, -0.015], [0.022, 0.029, -0.008], [0.024, -0.019, -0.027], [-0.002, 0.006, -0.002], [0.017, -0.010, 0.017], [-0.012, 0.038, 0.021], [-0.027, -0.037, 0.020], [0.014, -0.012, -0.003], [-0.028, 0.048, -0.065], [0.003, 0.016, -0.006], [-0.196, 0.111, 0.139], [0.051, -0.115, 0.101], [-0.081, -0.045, -0.213], [0.186, 0.151, -0.042], [0.407, -0.581, 0.342], [-0.404, 0.743, -0.417], [0.026, -0.083, 0.040], [-0.047, -0.002, -0.067], [0.040, 0.049, 0.014], [0.079, -0.061, 0.034], [-0.053, -0.034, -0.015], [-0.076, -0.004, 0.054], [0.036, -0.013, 0.088], [-0.045, 0.053, -0.018], [0.056, -0.010, -0.003], [-0.129, 0.113, -0.035], [0.039, -0.015, -0.062], [0.090, 0.118, -0.033], [0.052, -0.059, -0.109], [-0.038, -0.066, 0.202], [-0.030, -0.094, -0.016], [0.078, -0.006, -0.035], [-0.052, -0.008, 0.029], [-0.014, -0.048, -0.063], [-0.019, 0.057, -0.021], [0.018, -0.040, 0.067], [-0.028, 0.037, 0.001], [0.042, -0.005, -0.041], [0.001, -0.057, 0.045], [0.043, -0.016, -0.028], [-0.078, 0.035, -0.014], [0.022, -0.017, 0.021], [0.015, -0.011, 0.016], [-0.030, 0.013, -0.004], [-0.003, 0.011, -0.003], [-0.010, -0.043, 0.019]],
  "spin_multiplicity": 1,
  "total_charge": 1,
  "homo_lumo_gap_ev": 7.72
}

Number 1 is which compound? C44H63N7O4Ti